[1]
DFT (ωB97M-V with the def2-TZVPD basis set) results for C12H34KN3OP3 as an isolated structure in a non-equilibrium geometry.

```
54
Properties=species:S:1:pos:R:3:forces:R:3
H -0.9866 0.9950 -2.9568 0.006 -0.012 -0.021
H -2.2094 1.7030 -4.0344 0.006 0.001 0.001
H 3.2126 -2.6746 3.2475 0.000 -0.015 -0.005
H -5.0198 1.3549 -2.3980 -0.019 0.012 -0.006
H 3.9589 -3.0921 -0.9652 0.018 0.004 0.020
C -2.0807 3.6783 -1.8836 0.003 0.011 -0.012
H 3.2511 -0.3287 2.5464 -0.003 0.016 0.002
H 1.6267 -0.0240 3.1743 -0.007 -0.016 -0.010
C 3.3277 -3.3245 -0.1054 -0.011 0.047 -0.016
H 3.7021 -2.7738 0.7533 0.028 -0.027 -0.012
P -2.8009 1.9936 -1.6679 -0.075 0.118 -0.202
N -0.2376 -3.2519 0.9974 0.232 0.134 -0.026
C -4.4908 2.3023 -2.2942 -0.024 -0.038 0.041
H -0.4258 6.1538 0.2474 0.006 -0.008 -0.004
H 0.9298 -4.9525 0.6117 -0.009 0.002 0.004
H -4.4725 2.8056 -3.2623 0.008 -0.005 -0.002
H 3.4093 -4.3980 0.0953 -0.004 -0.009 -0.006
H -1.6242 -1.7560 1.5101 0.040 -0.236 0.012
H 1.9554 3.0420 0.0070 0.028 0.008 0.006
H -0.0265 2.9772 -1.9035 0.006 0.016 -0.020
H -0.6565 5.5570 1.9044 -0.006 0.013 0.001
O 0.3113 -0.9212 0.0594 0.579 -0.507 -0.302
C 1.4688 3.9341 0.4041 0.025 -0.004 0.005
H -0.1868 4.7214 -1.8248 0.017 -0.018 -0.003
P -0.3490 3.7092 0.3704 0.099 0.131 -0.090
C -1.4330 -2.8148 1.6920 -0.095 -0.004 0.064
H -5.0406 2.9193 -1.5835 -0.013 -0.004 -0.005
H -2.1818 3.9622 -2.9355 -0.023 0.006 0.016
H 0.0394 -5.0132 2.1430 0.000 0.000 -0.001
H -2.5090 0.1540 -3.2228 0.005 -0.005 -0.005
H 1.8034 4.0747 1.4322 0.010 -0.010 -0.002
H -1.3617 -2.9710 2.7749 0.004 0.007 -0.015
P 0.9443 -2.1423 0.6247 0.366 -0.428 0.138
K -1.2192 0.6377 0.7254 -0.839 0.835 0.489
H -1.9845 5.4659 0.7538 0.001 0.026 0.014
H -2.6997 4.3755 -1.3116 0.006 0.004 -0.001
H 1.9743 -3.7503 2.6059 -0.001 -0.025 0.008
H -0.8172 -5.2244 0.6088 0.013 -0.018 0.004
C 2.1552 -2.7451 2.9799 0.004 0.031 0.010
C -0.6154 3.7846 -1.4560 0.021 0.034 -0.011
H 2.0741 -3.0815 -2.4845 -0.007 0.010 0.003
H 1.9956 0.2593 1.4532 -0.008 0.043 0.027
C 2.1863 -0.3888 2.3053 0.099 0.044 -0.077
C -2.0567 1.1400 -3.1115 0.002 -0.011 -0.011
H 1.3655 -4.5003 -1.6945 0.005 -0.005 0.011
H -2.2961 -3.3758 1.3270 -0.014 0.028 0.012
H 1.7821 4.7966 -0.1871 -0.008 0.003 0.001
C -0.9024 5.3839 0.8567 -0.067 -0.034 0.047
N 1.9596 -2.9324 -0.3949 -0.117 0.016 0.030
N 1.8266 -1.7527 1.9696 -0.274 -0.129 -0.037
C -0.0045 -4.6839 1.0994 -0.014 -0.017 -0.022
C 1.4295 -3.4082 -1.6662 -0.004 0.007 0.004
H 1.5644 -2.6022 3.8902 0.008 -0.005 -0.006
H 0.4345 -2.9967 -1.8267 -0.001 -0.021 -0.038
```
Forces are in eV/Å.

Its LUMO energy is -2.36 eV. The energy above the lowest of the compared OMol25 structures with the same formula, charge and spin is 38.9 kJ/mol. As for the total energy: -63703.136 eV. As for the charge: +1.

Charge distribution, Löwdin scheme, values in e: H 0.0318; H 0.0503; H 0.0912; H 0.0401; H 0.0904; C -0.4437; H 0.0910; H 0.0902; C -0.0862; H 0.0720; P 0.7793; N -0.2937; C -0.2944; H 0.0509; H 0.0698; H 0.0484; H 0.0886; H 0.0249; H 0.0331; H 0.0702; H 0.0412; O -0.4809; C -0.2962; H 0.0867; P 0.7811; C -0.0937; H 0.0397; H 0.0872; H 0.0869; H 0.0409; H 0.0404; H 0.0948; P 0.5036; K 0.6587; H 0.0335; H 0.0706; H 0.0681; H 0.0938; C -0.0929; C -0.4462; H 0.0906; H 0.0670; C -0.0915; C -0.2875; H 0.0864; H 0.0956; H 0.0482; C -0.2887; N -0.3089; N -0.3116; C -0.1004; C -0.0936; H 0.0923; H 0.0807



[2]
DFT (ωB97M-V with the def2-TZVPD basis set) results for C12H35N3O5Sr2 as an isolated structure in a non-equilibrium geometry.

```
57
Properties=species:S:1:pos:R:3:forces:R:3
N 1.8344 0.3027 0.1987 -0.762 -0.974 -0.124
C -4.8486 2.6312 -2.7019 -0.032 -0.389 0.251
H -4.0575 1.0758 -3.9833 0.032 -0.145 0.020
C 3.8008 4.5084 -0.7070 0.010 0.995 -0.076
H -4.4220 -0.6353 -2.5491 0.384 -0.125 0.429
C -4.1174 1.3024 -2.9175 0.810 1.711 0.826
H -2.1755 2.1608 -3.1370 0.242 0.383 0.472
Sr -3.5603 -0.2447 0.0633 0.619 0.576 -1.191
H 0.1601 -2.1311 4.2533 0.507 0.089 0.027
H 3.0331 5.2177 -1.0405 -0.389 -0.488 -0.193
H 3.8819 0.4356 1.6880 0.301 0.207 0.021
H -4.4277 3.4380 -3.2984 -0.129 -0.118 -0.271
H 3.2995 -4.8957 0.9286 -0.172 -0.380 -0.577
H -2.1401 0.5394 -2.3936 0.177 0.070 -0.524
N -4.7994 0.2345 -2.1550 -0.082 -0.892 -1.245
H 4.1881 3.9434 -1.5533 0.103 0.040 -0.054
O 3.3369 3.6530 0.3164 -0.129 -0.007 0.245
H 0.9059 0.3434 -0.2035 0.211 0.393 -0.622
H 1.4881 -3.7326 -0.5052 0.077 -0.268 -0.149
H -5.7339 0.1403 -2.5616 -0.207 0.520 0.608
H 2.0596 -2.4294 1.4937 0.030 -0.243 -0.290
H 2.1874 -6.3764 1.2389 0.403 0.074 -0.721
C -1.5316 2.8143 -0.7319 -0.361 0.222 0.707
H 0.3397 -4.9122 1.8727 0.481 -0.479 0.507
H 0.9458 -0.7810 3.3460 0.183 -0.122 -0.214
H 4.5571 5.2002 -0.3332 0.302 -0.518 0.281
C 1.2429 -4.4857 1.4154 -1.170 1.489 -0.747
H -0.6340 2.6355 -1.3211 -0.045 -0.282 -0.015
H 2.1300 2.5658 -0.9869 0.176 0.271 -0.235
H -4.7148 2.9362 -1.6625 -0.209 -0.041 0.030
H -0.6732 0.2077 0.6127 0.267 0.098 0.428
H 3.7147 1.8484 -0.6166 0.079 0.121 -0.186
H 2.5501 0.8150 2.7979 0.292 -0.206 0.172
O -1.1656 -0.5289 0.2629 -1.395 -0.944 0.326
O -2.8747 -2.0862 -1.3895 -0.025 -0.368 1.373
H 3.6561 2.0983 2.4233 0.270 -0.008 -0.294
O 0.1529 -2.3975 2.2215 0.209 -0.581 0.171
H -1.3437 2.6707 0.3326 0.315 0.037 -0.064
C 0.1488 -1.5201 3.3464 -0.768 -0.258 0.943
H 0.5777 -5.1265 -0.4789 0.542 -0.137 0.007
N 0.7972 -4.2669 0.0134 -0.829 0.681 -0.181
H -0.8112 -1.0065 3.4215 0.046 0.096 -0.561
C 2.4630 -5.3468 1.4598 0.316 -0.199 1.838
H 1.3579 2.0936 1.2485 0.038 -0.036 0.119
H 2.8419 -5.4240 2.4872 -0.173 0.099 0.032
H -1.8413 3.8534 -0.8540 -0.075 -0.045 -0.223
C 3.1887 1.2140 2.0005 -1.407 -0.108 0.072
H -5.9135 2.5052 -2.8951 0.006 0.266 -0.137
C -2.6537 1.5120 -2.4051 -0.842 -1.786 -0.629
O -2.6121 1.9213 -1.0393 -0.183 0.408 -0.309
C 2.2177 1.5340 0.8501 1.134 1.275 0.506
C 2.8903 2.4404 -0.2010 -0.545 -1.118 -0.026
H -2.4612 -2.6583 -2.0432 -0.422 0.295 -0.397
H 1.9618 -3.2598 2.9902 -0.643 0.232 0.440
H 1.6796 -0.4452 0.8706 0.468 0.180 0.247
Sr -1.4744 -3.0141 0.4420 0.736 0.972 -0.564
C 1.3978 -3.0879 2.0691 1.227 -0.535 -0.282
```
Forces are in eV/Å.

Its LUMO energy is -6.86 eV. The energy above the lowest of the compared OMol25 structures with the same formula, charge and spin is 0.0 kJ/mol. As for the total energy: -29379.851 eV. As for the charge: +2.

Charge distribution, Löwdin scheme, values in e: N 0.0520; C -0.0377; H 0.1515; C -0.0976; H 0.0653; C -0.3905; H 0.1437; Sr 1.6196; H 0.1098; H 0.0884; H 0.0868; H 0.0969; H 0.1045; H 0.1174; N -0.0697; H 0.0893; O -0.1655; H 0.0343; H 0.1066; H 0.1070; H 0.1328; H 0.0988; C -0.0471; H 0.1368; H 0.0892; H 0.0927; C -0.4215; H 0.0979; H 0.1170; H 0.0789; H -0.0750; H 0.1337; H 0.0560; O -0.6334; O -0.6630; H 0.0867; O -0.3729; H 0.0908; C -0.0564; H 0.0978; N -0.0619; H 0.0924; C -0.0354; H 0.1311; H 0.0979; H 0.1072; C -0.0357; H 0.0885; C -0.1920; O -0.3404; C -0.4400; C -0.2410; H -0.0538; H 0.1434; H 0.0350; Sr 1.6258; C -0.1731



[3]
DFT (ωB97M-V with the def2-TZVPD basis set) results for C12H35NO6 as an isolated structure in a non-equilibrium geometry.

```
54
Properties=species:S:1:pos:R:3:forces:R:3
C 1.9683 2.7068 0.9074 0.010 -0.476 1.022
C -1.1368 -4.6250 0.4010 0.900 -0.872 -1.544
H 2.5997 4.5381 0.3021 -0.138 0.883 0.514
H -0.9922 -0.7720 0.2229 1.885 3.966 3.797
H -1.9279 -2.3722 0.4518 -2.938 -1.467 3.816
H 1.2036 -0.4262 -0.3565 0.150 0.107 0.427
H 3.2872 2.0466 2.6252 -0.256 0.038 0.017
H -1.8107 -1.9670 3.1904 0.446 -0.364 0.616
H 0.2361 1.7797 3.0782 -0.064 0.104 0.297
H 3.6492 2.4661 -0.4974 0.119 0.323 0.473
C 2.8340 1.8964 -0.0513 -0.577 -0.983 -1.590
H 0.2660 0.2898 -1.6613 -0.605 -0.154 0.321
H -1.1519 -5.6840 0.1434 0.173 -0.245 0.766
O -1.4988 -4.0542 -0.8505 -1.222 -6.633 -1.096
H -3.4653 -1.1957 -2.3280 0.042 0.178 0.296
H -2.7008 -2.7383 -3.8652 0.108 -0.417 0.013
C -0.8562 2.2267 -0.4842 -0.688 0.272 1.375
H 0.7563 -2.8250 -2.2127 -0.524 -0.645 -0.280
H -1.4710 -0.6276 2.1452 -1.979 -3.443 2.680
O 0.0961 2.3905 2.3509 -1.126 0.603 0.603
O -2.3009 -2.3477 1.3361 -4.721 0.253 8.584
H 2.5955 0.7345 -1.9534 0.391 -0.124 0.271
C -1.3922 -1.7124 2.2167 -3.994 -2.776 2.964
C 2.0280 1.3364 -1.2436 -0.785 0.247 0.576
O -2.0522 -2.3951 -3.2463 0.099 0.086 -0.130
C 0.8087 0.5134 -0.7428 2.414 0.443 -0.878
N 0.8005 1.8133 1.3285 3.375 -0.466 -1.148
H -0.2477 3.0037 -0.9469 -0.068 -0.612 -0.607
H -1.5714 1.6998 -1.1158 0.176 0.282 -0.458
H -0.0997 -4.3212 0.5430 0.542 -0.247 0.609
H -1.4413 -1.2366 -0.4449 -1.936 -0.977 -2.572
H 0.8729 4.6556 0.9014 0.180 -0.038 -0.102
H -1.7493 -0.6091 -2.3279 -0.155 0.029 0.065
C 1.6039 4.0951 0.3186 1.360 -0.575 -0.214
C 2.9440 2.9634 2.1460 -1.145 0.620 -0.620
H 1.4258 4.1253 -0.7563 -0.778 -0.385 0.090
O 0.4838 -2.3674 -1.4173 4.528 -0.095 -2.678
H -1.4497 2.8151 0.2155 -0.269 -0.121 0.248
H 3.8083 3.5448 1.8251 0.204 -0.383 -0.497
H -0.4288 -2.3441 -0.6451 1.508 -0.669 -0.414
H -0.3544 -2.0448 2.1916 0.247 -0.294 -0.306
H -1.7560 0.4189 1.4038 -0.532 0.923 -1.367
C -0.0270 1.1882 0.3089 -0.737 1.047 -1.462
H 2.5070 3.6769 2.8447 -0.417 -0.450 0.365
H -0.4128 -0.3365 1.8295 2.894 1.734 -2.175
O -1.3021 -2.1715 -0.2933 4.312 8.782 -7.204
C -0.8513 0.0594 0.9135 1.922 5.105 -0.770
C -2.5339 -1.1170 -2.8887 0.009 0.098 -0.441
H 1.6740 2.1668 -1.8545 -0.181 0.141 0.013
H -1.6717 -4.3963 1.3228 -0.501 0.055 -0.528
H -1.5903 -3.1001 -0.7971 -2.052 -2.994 -2.175
H 1.2553 -1.8665 -1.1525 0.334 0.195 0.126
H -2.7158 -0.5263 -3.7866 -0.077 0.266 -0.017
H 3.2557 1.0287 0.4560 0.139 0.124 0.328
```
Forces are in eV/Å.

Its LUMO energy is 0.09 eV. The energy above the lowest of the compared OMol25 structures with the same formula, charge and spin is 1321.5 kJ/mol. As for the total energy: -26770.820 eV.

Charge distribution, Löwdin scheme, values in e: C -0.4433; C -0.1347; H 0.0760; H 0.0369; H -0.2852; H 0.1030; H 0.0810; H 0.0964; H 0.1123; H 0.1220; C -0.1466; H 0.1157; H 0.0814; O -0.1238; H 0.0967; H 0.0879; C -0.0035; H 0.1364; H -0.0019; O 0.0074; O -0.0985; H 0.1078; C -0.2086; C -0.1521; O -0.0995; C -0.1527; N -0.1180; H 0.0599; H 0.0832; H 0.0718; H 0.0779; H 0.0935; H 0.0533; C -0.0313; C -0.0347; H 0.0662; O 0.1114; H 0.0862; H 0.0739; H -0.0807; H 0.1082; H 0.1333; C -0.4685; H 0.0747; H 0.0711; O 0.0825; C -0.0654; C -0.1447; H 0.0987; H 0.0819; H -0.1845; H 0.0874; H 0.0840; H 0.1184



Going through the records in order, we get HOMO-LUMO gap values of 8.893, 6.572, 8.073 eV.